This record from the OMol25 dataset describes a molecular structure, C38H25BrF2N4OPSe2Ti in a non-equilibrium geometry. The level of theory is ωB97M-V with the def2-TZVPD basis set.

Properties
F_max: 1.44 eV/A
total charge: +1
ΔE to the lowest compared entry with this formula, charge and spin: 36.5 kJ/mol
HOMO-LUMO gap: 0.2534 Ha
LUMO energy: -3.93 eV
E_HOMO: -10.825 eV

Geometry (Å):
Ti  -0.378  0.813  -0.105
F  2.458  5.505  -0.197
C  1.780  4.594  0.509
C  1.276  3.481  -0.140
C  0.567  2.535  0.586
C  0.384  2.716  1.977
C  0.920  3.856  2.569
F  0.770  4.072  3.890
C  1.620  4.808  1.863
C  -0.323  1.648  2.716
C  -0.425  1.529  4.098
C  -1.059  0.427  4.641
C  -1.609  -0.545  3.813
C  -1.495  -0.371  2.458
N  -0.862  0.689  1.926
H  1.441  3.378  -1.203
H  2.023  5.682  2.354
H  -0.006  2.284  4.740
H  -1.125  0.324  5.717
H  -2.111  -1.415  4.212
H  -1.913  -1.077  1.753
Se  -2.466  2.090  -0.669
P  -1.776  1.478  -2.670
Se  0.350  0.993  -2.619
C  -2.856  0.131  -3.166
C  -2.438  -1.191  -3.089
C  -3.333  -2.212  -3.377
C  -4.638  -1.910  -3.737
C  -5.054  -0.586  -3.822
C  -4.166  0.438  -3.537
C  -2.003  2.763  -3.900
C  -1.865  2.403  -5.241
C  -2.004  3.373  -6.219
C  -2.270  4.691  -5.861
C  -2.389  5.045  -4.527
C  -2.256  4.079  -3.538
H  -1.412  -1.411  -2.825
H  -3.013  -3.244  -3.321
H  -5.333  -2.708  -3.961
H  -6.071  -0.352  -4.106
H  -4.489  1.471  -3.608
H  -1.651  1.377  -5.517
H  -1.903  3.102  -7.262
H  -2.385  5.444  -6.630
H  -2.585  6.073  -4.252
H  -2.353  4.348  -2.494
Br  0.789  -3.341  6.530
C  1.729  -3.812  4.966
C  1.037  -3.940  3.770
C  1.727  -4.245  2.607
C  3.110  -4.431  2.648
C  3.771  -4.366  3.864
C  3.093  -4.034  5.027
N  4.003  -4.781  1.552
N  3.856  -4.374  0.394
C  2.775  -3.486  0.064
C  1.782  -3.878  -0.779
C  0.665  -3.037  -1.022
C  0.597  -1.820  -0.420
O  -0.451  -0.957  -0.463
C  1.719  -1.330  0.271
N  1.657  -0.010  0.635
C  2.687  0.501  1.270
C  3.834  -0.248  1.591
C  3.904  -1.562  1.228
C  2.819  -2.145  0.534
H  -0.036  -3.809  3.748
H  1.170  -4.373  1.693
H  4.837  -4.557  3.885
H  3.617  -3.967  5.971
H  1.814  -4.871  -1.210
H  -0.149  -3.382  -1.646
H  2.628  1.550  1.526
H  4.653  0.235  2.105
H  4.790  -2.150  1.434

Atom charges from the Mulliken analysis, given in e for atoms 1 to 5:
1 Ti -1.05
2 F -0.34
3 C 0.24
4 C -0.29
5 C 1.11